one:
Computed, not measured: a 2-piece molecular cluster, C3H10N3O2 overall, with ωB97M-V/def2-TZVPD.

Last column: natural (NBO) charge in e.
Element x y z (Å)
N: -0.035 -2.602 -2.033  -0.820
C: -0.429 -1.854 -0.967  0.885
O: 0.489 -1.812 0.059  -0.727
O: -1.484 -1.293 -0.845  -0.636
H: -0.621 -2.573 -2.850  0.425
H: 0.955 -2.713 -2.184  0.397
H: 1.393 -1.868 -0.272  0.502
C: 0.470 2.327 0.501  0.047
C: 0.317 1.369 1.416  -0.207
N: -0.856 0.486 1.309  -0.682
N: 1.353 3.371 0.526  -0.760
H: -0.265 2.425 -0.298  0.204
H: 0.887 1.146 2.303  0.229
H: -1.387 0.356 2.173  0.434
H: -1.514 0.843 0.615  0.445
H: -0.602 -0.476 1.005  0.469
H: 2.238 3.119 0.950  0.389
H: 1.553 3.850 -0.343  0.403

Summary:
**HOMO-LUMO gap**: 10.10 eV
**HOMO level**: -13.026 eV
**Net charge**: +1



two:
Computed, not measured: an isolated ion of composition C3H10N3O2 and charge +1, with ωB97M-V/def2-TZVPD.

Last column: natural (NBO) charge in e.
Element x y z (Å)
C: -2.698 -0.581 -0.611  -0.445
N: -1.568 -0.266 0.346  -0.477
N: -1.214 0.992 0.623  -0.308
N: 0.104 1.286 0.230  0.117
O: 0.264 2.548 -0.193  -0.480
C: 1.014 0.338 0.480  0.448
O: 2.247 0.412 0.110  -0.406
C: 3.060 -0.745 0.077  -0.243
H: -2.450 -1.033 -1.592  0.221
H: -3.368 -1.317 -0.037  0.218
H: -3.334 0.366 -0.841  0.208
H: -1.790 -0.935 1.038  0.380
H: -1.772 1.869 0.687  0.407
H: -0.313 2.752 -0.943  0.505
H: 0.405 -0.516 0.586  0.229
H: 2.472 -1.572 0.471  0.186
H: 3.915 -0.574 0.788  0.223
H: 3.422 -1.025 -0.830  0.216

Summary:
**HOMO-LUMO gap**: 9.75 eV
**HOMO level**: -13.564 eV
**Net charge**: +1



According to the calculations, the structures order from most to least stable as one, two.



one:
Computed, not measured: C7H10N as an isolated structure, with ωB97M-V/def2-TZVPD.

Last column: natural (NBO) charge in e.
Element x y z (Å)
C: 0.473 1.194 -1.164  -0.091
C: -0.707 0.703 -0.473  0.290
C: 1.158 0.127 -0.181  0.198
C: -0.058 -0.680 -0.572  0.095
C: -1.984 1.172 -0.011  -0.719
C: 1.851 0.237 1.112  -0.641
C: -0.420 -2.088 -0.162  -0.651
N: 1.026 -0.139 -1.602  -0.177
H: 0.825 2.055 -1.574  0.264
H: -2.353 2.031 -0.764  0.305
H: -1.894 1.778 0.887  0.290
H: -2.625 0.316 0.163  0.272
H: 1.951 -0.854 1.528  0.261
H: 1.248 0.710 1.803  0.249
H: 2.896 0.783 1.036  0.280
H: 0.389 -2.826 -0.395  0.274
H: -1.378 -2.385 -0.523  0.259
H: -0.397 -2.136 0.893  0.243

Summary:
**HOMO-LUMO gap**: 10.73 eV
**HOMO level**: -15.277 eV
**Net charge**: +1



two:
Computed, not measured: an isolated ion of composition C7H10N and charge +1, with ωB97M-V/def2-TZVPD.

Last column: natural (NBO) charge in e.
Element x y z (Å)
C: 2.838 -1.221 0.107  -0.693
C: 2.052 -0.018 -0.113  0.123
C: 1.938 1.208 -0.529  -0.152
C: 0.681 0.661 0.000  -0.089
C: -0.412 0.862 1.043  -0.484
C: -0.703 0.448 -0.298  0.037
C: -1.737 -0.146 -0.837  -0.125
N: -3.030 -0.198 -0.061  -0.699
H: 3.879 -0.889 0.426  0.272
H: 3.082 -1.578 -1.011  0.267
H: 2.259 -2.054 0.730  0.259
H: 2.385 2.113 -0.902  0.251
H: -0.803 1.807 1.300  0.228
H: -0.505 0.192 1.835  0.222
H: -1.839 -0.673 -1.816  0.235
H: -3.291 0.680 0.378  0.444
H: -3.027 -0.940 0.606  0.445
H: -3.767 -0.255 -0.858  0.461

Summary:
**HOMO-LUMO gap**: 8.99 eV
**HOMO level**: -12.532 eV
**Net charge**: +1



According to the calculations, the structures order from most to least stable as one, two.



one:
Computed, not measured: a single C10H20N6O4 molecule, with ωB97M-V/def2-TZVPD.

Last column: natural (NBO) charge in e.
Element x y z (Å)
H: -0.482 2.816 -1.498  0.372
N: -0.530 2.253 -0.588  -0.864
C: -1.799 2.323 -0.211  0.612
N: -2.616 3.222 -0.907  -0.890
N: -2.329 1.583 0.798  -0.607
C: -1.525 0.721 1.734  -0.235
C: -2.326 -0.523 1.964  -0.409
C: -2.163 -1.748 1.075  -0.391
C: -2.036 -1.349 -0.493  -0.128
N: -3.004 -2.158 -1.294  -0.821
C: -0.639 -1.488 -1.045  0.661
O: -0.319 -2.607 -1.456  -0.655
N: 0.247 -0.496 -0.850  -0.641
C: 1.665 -0.849 -0.793  -0.172
C: 2.474 0.376 -1.271  -0.494
C: 2.979 1.355 -0.162  0.677
N: 2.279 2.488 0.080  -0.837
O: 3.978 1.042 0.500  -0.651
C: 1.983 -1.416 0.581  0.793
O: 1.132 -1.701 1.404  -0.575
O: 3.269 -1.693 0.832  -0.677
H: -3.578 3.001 -1.166  0.403
H: -2.365 4.163 -0.688  0.398
H: -3.086 1.961 1.312  0.397
H: -0.472 0.579 1.422  0.239
H: -1.494 1.272 2.688  0.204
H: -2.238 -0.888 3.000  0.221
H: -3.405 -0.237 1.993  0.196
H: -3.055 -2.311 1.132  0.221
H: -1.311 -2.312 1.393  0.236
H: -2.379 -0.264 -0.562  0.191
H: -2.712 -3.138 -1.181  0.364
H: -2.819 -2.013 -2.267  0.353
H: -0.081 0.361 -0.478  0.430
H: 1.784 -1.561 -1.626  0.274
H: 3.438 0.059 -1.680  0.238
H: 1.904 0.909 -1.980  0.236
H: 1.282 2.561 -0.037  0.430
H: 2.661 3.217 0.601  0.391
H: 3.922 -1.175 0.438  0.509

Summary:
**HOMO-LUMO gap**: 9.48 eV
**HOMO level**: -9.224 eV



two:
Computed, not measured: a single C10H20N6O4 molecule, with ωB97M-V/def2-TZVPD.

Last column: natural (NBO) charge in e.
Element x y z (Å)
H: 6.520 -0.277 -1.794  0.328
N: 5.747 -0.638 -1.317  -0.803
C: 5.692 0.057 -0.196  0.596
N: 6.706 0.763 0.386  -0.840
N: 4.534 0.147 0.585  -0.650
C: 3.325 -0.688 0.249  -0.228
C: 2.042 -0.046 -0.458  -0.380
C: 0.759 -0.990 -0.187  -0.414
C: -0.177 -0.362 0.855  -0.158
N: -1.403 -1.082 1.470  -0.603
C: -2.533 -1.449 0.783  0.657
O: -3.382 -2.137 1.362  -0.644
C: -2.723 -1.021 -0.737  -0.102
N: -2.996 -2.103 -1.534  -0.829
C: -3.914 0.021 -0.936  -0.505
C: -3.653 1.380 -0.482  0.677
N: -4.581 1.788 0.425  -0.832
O: -2.791 2.197 -0.808  -0.651
C: -0.422 1.021 0.363  0.776
O: -0.715 1.906 1.155  -0.612
O: -0.172 1.165 -0.805  -0.669
H: 6.695 0.745 1.395  0.391
H: 7.631 0.598 -0.054  0.391
H: 4.401 0.991 1.118  0.395
H: 3.563 -1.758 -0.014  0.234
H: 2.964 -0.955 1.247  0.180
H: 2.202 0.058 -1.476  0.219
H: 1.761 0.899 0.021  0.194
H: 1.269 -1.879 0.175  0.210
H: 0.256 -1.323 -1.058  0.207
H: 0.430 -0.059 1.653  0.239
H: -1.354 -1.618 2.315  0.414
H: -1.747 -0.628 -1.020  0.210
H: -2.159 -2.525 -1.822  0.363
H: -3.653 -2.795 -1.321  0.385
H: -4.825 -0.343 -0.653  0.229
H: -3.929 0.113 -2.035  0.254
H: -5.053 1.225 1.182  0.414
H: -4.421 2.782 0.603  0.400
H: -0.497 2.039 -1.326  0.559

Summary:
**HOMO-LUMO gap**: 9.31 eV
**HOMO level**: -8.636 eV



According to the calculations, the structures order from most to least stable as one, two.



one:
Computed, not measured: C27H49BaN6O as an isolated structure, with ωB97M-V/def2-TZVPD.

Last column: Löwdin charge in e.
Element x y z (Å)
Ba: 3.281 1.283 2.409  1.735
C: -1.110 0.474 0.667  -0.055
C: -0.140 -0.464 1.409  -0.647
C: 0.297 -1.690 0.618  -0.044
O: 0.902 0.167 2.045  -0.524
H: -1.549 1.220 1.332  0.066
H: -1.918 -0.036 0.143  0.069
H: -0.550 1.091 -0.045  0.048
H: -0.840 -0.861 2.176  0.112
H: -0.549 -2.225 0.177  0.064
H: 0.911 -2.384 1.183  0.063
H: 0.840 -1.282 -0.247  0.048
C: 2.541 -4.114 5.024  -0.100
C: 1.654 -3.472 3.966  -0.229
C: 1.103 -2.098 4.458  -0.160
C: 2.136 -1.090 4.658  -0.234
N: 2.990 -0.330 4.789  0.023
H: 3.434 -3.519 5.241  0.075
H: 2.916 -5.065 4.650  0.079
H: 2.055 -4.209 5.996  0.082
H: 0.766 -4.049 3.727  0.116
H: 2.261 -3.207 3.099  0.100
H: 0.623 -2.278 5.424  0.132
H: 0.378 -1.663 3.768  0.094
C: -0.548 6.320 3.836  -0.106
C: -1.456 5.266 3.253  -0.249
C: -0.865 3.849 3.393  -0.156
C: 0.354 3.707 2.593  -0.232
N: 1.272 3.603 1.909  0.088
H: 0.481 6.188 3.487  0.071
H: -0.574 6.266 4.928  0.083
H: -0.795 7.355 3.601  0.082
H: -1.667 5.451 2.197  0.109
H: -2.413 5.316 3.774  0.117
H: -1.556 3.125 2.958  0.116
H: -0.609 3.620 4.426  0.130
C: 2.778 -3.970 -2.066  -0.101
C: 3.594 -2.739 -1.646  -0.260
C: 4.957 -3.058 -1.020  -0.202
C: 6.056 -3.577 -1.833  -0.223
N: 6.916 -3.999 -2.466  0.154
H: 1.942 -3.663 -2.688  0.067
H: 2.473 -4.557 -1.194  0.073
H: 3.394 -4.680 -2.625  0.078
H: 2.915 -1.966 -1.297  0.065
H: 3.953 -2.345 -2.612  0.107
H: 4.734 -3.739 -0.190  0.116
H: 5.377 -2.182 -0.514  0.109
C: -3.698 2.124 -2.877  -0.085
C: -2.794 2.398 -1.667  -0.274
C: -2.638 3.851 -1.251  -0.174
C: -2.098 4.678 -2.357  -0.234
N: -1.675 5.312 -3.217  0.147
H: -3.533 1.080 -3.143  0.059
H: -3.489 2.747 -3.746  0.074
H: -4.745 2.289 -2.619  0.081
H: -1.842 1.909 -1.889  0.077
H: -3.188 1.848 -0.810  0.099
H: -1.914 4.022 -0.452  0.102
H: -3.608 4.253 -0.960  0.124
C: -2.213 -2.820 -2.605  -0.108
C: -3.240 -2.893 -1.479  -0.261
C: -4.567 -2.247 -1.814  -0.195
C: -5.500 -2.038 -0.713  -0.232
N: -6.237 -1.797 0.132  0.143
H: -1.221 -3.120 -2.270  0.060
H: -2.126 -1.802 -3.000  0.062
H: -2.464 -3.426 -3.478  0.079
H: -2.812 -2.416 -0.593  0.088
H: -3.297 -3.946 -1.195  0.118
H: -5.110 -2.812 -2.578  0.130
H: -4.404 -1.254 -2.247  0.108
C: 0.618 1.300 -4.818  -0.088
C: 1.699 1.381 -3.727  -0.235
C: 1.099 1.116 -2.342  -0.177
C: 2.150 0.886 -1.355  -0.220
N: 2.982 0.708 -0.589  0.090
H: 0.150 0.313 -4.836  0.073
H: 1.050 1.409 -5.810  0.079
H: -0.144 2.046 -4.594  0.072
H: 2.250 2.315 -3.812  0.119
H: 2.435 0.591 -3.907  0.110
H: 0.454 0.235 -2.276  0.121
H: 0.526 1.972 -1.977  0.114

Summary:
**HOMO-LUMO gap**: 7.48 eV
**HOMO level**: -10.915 eV
**Net charge**: +1



two:
Computed, not measured: C27H49BaN6O as an isolated structure, with ωB97M-V/def2-TZVPD.

Last column: Löwdin charge in e.
Element x y z (Å)
Ba: -24.132 -4.966 -8.983  1.617
C: -21.302 -6.928 -5.280  -0.080
C: -22.317 -7.088 -6.399  -0.691
C: -23.552 -7.798 -5.849  -0.089
O: -22.632 -5.872 -6.957  -0.509
H: -20.328 -6.634 -5.671  0.053
H: -21.190 -7.863 -4.713  0.075
H: -21.653 -6.170 -4.576  0.079
H: -21.836 -7.757 -7.163  0.101
H: -23.368 -8.852 -5.612  0.065
H: -24.372 -7.719 -6.567  0.040
H: -23.865 -7.295 -4.929  0.078
C: -30.042 -5.034 -12.063  -0.100
C: -29.974 -4.168 -10.812  -0.251
C: -29.360 -4.897 -9.616  -0.173
C: -27.957 -5.235 -9.860  -0.212
N: -26.860 -5.501 -10.062  0.089
H: -29.040 -5.301 -12.406  0.068
H: -30.536 -4.496 -12.871  0.078
H: -30.583 -5.965 -11.885  0.081
H: -30.949 -3.772 -10.531  0.114
H: -29.349 -3.292 -11.023  0.102
H: -29.880 -5.836 -9.409  0.128
H: -29.387 -4.279 -8.715  0.115
C: -27.464 -2.349 -13.527  -0.099
C: -26.300 -1.508 -13.022  -0.250
C: -24.930 -2.126 -13.319  -0.168
C: -24.616 -3.210 -12.407  -0.196
N: -24.359 -4.072 -11.689  0.058
H: -27.376 -2.562 -14.592  0.082
H: -28.404 -1.822 -13.357  0.078
H: -27.524 -3.299 -12.990  0.061
H: -26.415 -1.344 -11.946  0.110
H: -26.333 -0.510 -13.462  0.113
H: -24.137 -1.379 -13.251  0.113
H: -24.915 -2.525 -14.335  0.132
C: -19.891 -8.890 -9.329  -0.111
C: -18.883 -7.757 -9.247  -0.237
C: -19.501 -6.435 -8.809  -0.160
C: -20.665 -6.067 -9.594  -0.226
N: -21.607 -5.815 -10.192  0.080
H: -20.830 -8.543 -9.769  0.048
H: -20.134 -9.289 -8.340  0.079
H: -19.507 -9.709 -9.935  0.079
H: -18.398 -7.627 -10.218  0.113
H: -18.090 -8.006 -8.542  0.114
H: -18.773 -5.625 -8.866  0.128
H: -19.843 -6.478 -7.768  0.103
C: -22.605 0.079 -10.931  -0.117
C: -21.525 0.389 -9.929  -0.251
C: -21.699 -0.353 -8.606  -0.165
C: -21.987 -1.773 -8.788  -0.190
N: -22.187 -2.895 -8.922  0.070
H: -22.618 -0.985 -11.179  0.058
H: -22.440 0.635 -11.855  0.081
H: -23.591 0.360 -10.551  0.085
H: -21.522 1.455 -9.698  0.116
H: -20.540 0.152 -10.334  0.119
H: -22.512 0.073 -8.011  0.129
H: -20.808 -0.284 -7.978  0.130
C: -28.283 -7.651 -4.849  -0.092
C: -29.100 -6.584 -5.557  -0.259
C: -28.447 -5.204 -5.539  -0.173
C: -27.191 -5.207 -6.286  -0.197
N: -26.212 -5.272 -6.874  0.104
H: -27.842 -7.269 -3.927  0.083
H: -27.468 -7.997 -5.485  0.071
H: -28.915 -8.500 -4.598  0.078
H: -30.099 -6.500 -5.125  0.113
H: -29.274 -6.896 -6.593  0.106
H: -28.231 -4.882 -4.520  0.129
H: -29.094 -4.455 -6.004  0.115
C: -25.037 -10.835 -7.682  -0.106
C: -23.579 -10.811 -8.081  -0.247
C: -23.338 -10.203 -9.466  -0.164
C: -23.828 -8.844 -9.583  -0.196
N: -24.226 -7.772 -9.695  0.087
H: -25.647 -11.335 -8.441  0.081
H: -25.442 -9.828 -7.554  0.061
H: -25.183 -11.368 -6.743  0.079
H: -23.190 -11.832 -8.109  0.116
H: -22.986 -10.290 -7.329  0.093
H: -23.828 -10.803 -10.236  0.131
H: -22.273 -10.209 -9.702  0.100

Summary:
**HOMO-LUMO gap**: 6.85 eV
**HOMO level**: -9.009 eV
**Net charge**: +1



According to the calculations, the structures order from most to least stable as two, one.